{
  "formula": "C22H22O12PdS4Se",
  "method": "the ωB97M-V functional and the def2-TZVPD basis",
  "symbols": ["Pd", "O", "S", "O", "O", "C", "C", "C", "C", "C", "C", "S", "O", "O", "O", "H", "H", "H", "H", "O", "S", "C", "C", "C", "C", "S", "O", "C", "C", "C", "C", "C", "C", "C", "C", "C", "C", "C", "C", "H", "H", "H", "H", "H", "H", "H", "H", "H", "H", "H", "H", "H", "H", "H", "H", "H", "H", "O", "Se", "O", "O", "O"],
  "xyz": [[0.414, 0.301, -0.244], [-3.106, 2.486, 0.248], [-2.430, 1.505, -0.572], [-3.274, 0.686, -1.399], [-1.508, 0.686, 0.295], [-1.349, 2.465, -1.662], [-1.303, 3.825, -1.384], [-0.520, 4.686, -2.138], [0.234, 4.190, -3.184], [0.203, 2.833, -3.468], [-0.583, 1.965, -2.724], [-0.499, 0.237, -3.226], [-1.700, -0.071, -3.955], [0.731, 0.117, -3.984], [-0.437, -0.496, -1.929], [-1.888, 4.189, -0.552], [-0.490, 5.740, -1.889], [0.866, 4.848, -3.769], [0.813, 2.413, -4.255], [1.945, -1.614, -0.978], [3.375, -1.983, -0.750], [3.298, -3.697, -0.151], [2.685, -3.816, 1.246], [1.147, -3.735, 1.269], [0.667, -2.368, 1.767], [0.287, -2.370, 3.562], [0.852, -3.622, 4.161], [-1.479, -2.659, 3.390], [-2.025, -3.835, 3.871], [-3.393, -4.045, 3.746], [-4.193, -3.083, 3.146], [-3.631, -1.902, 2.673], [-2.270, -1.678, 2.801], [3.982, -2.403, -2.396], [5.257, -2.926, -2.588], [5.700, -3.195, -3.874], [4.878, -2.923, -4.961], [3.619, -2.376, -4.758], [3.162, -2.109, -3.473], [4.324, -4.073, -0.154], [2.719, -4.245, -0.898], [3.092, -3.036, 1.894], [3.030, -4.767, 1.663], [0.747, -4.519, 1.914], [0.755, -3.907, 0.266], [-0.222, -1.993, 1.261], [1.454, -1.629, 1.633], [-1.366, -4.559, 4.334], [-3.834, -4.966, 4.110], [-5.257, -3.254, 3.039], [-4.251, -1.155, 2.193], [-1.822, -0.767, 2.419], [5.906, -3.114, -1.740], [6.689, -3.609, -4.028], [5.226, -3.127, -5.967], [2.980, -2.143, -5.601], [2.187, -1.666, -3.307], [2.722, 1.048, -0.408], [2.743, 1.041, 1.248], [1.044, 1.047, 1.490], [3.329, -0.364, 1.826], [3.412, 2.339, 1.929]],
  "charge": -2,
  "max_force_ev_per_a": 0.809,
  "lumo_ev": 4.10
}

***

{
  "formula": "C22H22O7",
  "method": "the ωB97M-V functional and the def2-TZVPD basis",
  "symbols": ["C", "C", "O", "C", "C", "O", "C", "C", "C", "O", "C", "O", "O", "H", "H", "H", "H", "H", "H", "H", "H", "H", "H", "H", "H", "H", "H", "C", "C", "C", "C", "C", "C", "C", "O", "C", "C", "C", "C", "C", "C", "C", "O", "H", "H", "H", "H", "H", "H", "H", "H"],
  "xyz": [[3.819, 4.434, -2.523], [3.360, 3.384, -1.485], [1.967, 3.141, -1.618], [1.613, 1.959, -2.326], [0.532, 1.224, -1.537], [-0.719, 1.197, -2.209], [-1.736, 1.927, -1.558], [-1.882, 3.310, -2.228], [-3.025, 3.527, -3.201], [-4.015, 4.114, -2.328], [-3.258, 4.960, -1.597], [-3.470, 6.040, -1.338], [-2.116, 4.284, -1.218], [2.924, 4.885, -2.926], [4.376, 3.956, -3.319], [4.457, 5.172, -2.056], [3.494, 3.806, -0.501], [3.956, 2.485, -1.595], [1.213, 2.263, -3.292], [2.458, 1.306, -2.523], [0.845, 0.194, -1.406], [0.495, 1.686, -0.558], [-1.587, 2.053, -0.491], [-2.687, 1.412, -1.676], [-0.968, 3.427, -2.807], [-3.353, 2.700, -3.803], [-2.705, 4.348, -3.845], [3.230, -4.878, 3.032], [2.474, -5.528, 4.003], [1.110, -5.309, 4.084], [0.495, -4.431, 3.201], [1.258, -3.762, 2.240], [2.624, -3.997, 2.154], [0.627, -2.783, 1.313], [1.288, -2.204, 0.474], [-0.833, -2.524, 1.446], [-1.430, -1.574, 0.628], [-2.787, -1.330, 0.729], [-3.560, -2.040, 1.642], [-2.969, -2.985, 2.464], [-1.604, -3.224, 2.376], [-0.977, -4.220, 3.289], [-1.647, -4.840, 4.088], [4.295, -5.058, 2.966], [2.952, -6.208, 4.696], [0.520, -5.817, 4.834], [3.210, -3.488, 1.402], [-0.831, -1.024, -0.086], [-3.248, -0.585, 0.094], [-4.623, -1.852, 1.715], [-3.566, -3.536, 3.178]],
  "max_force_ev_per_a": 5.742,
  "lumo_ev": -1.07
}

***

{
  "formula": "C22H23AsGaN2O3",
  "method": "the ωB97M-V functional and the def2-TZVPD basis",
  "symbols": ["Ga", "C", "O", "H", "H", "H", "H", "N", "C", "C", "N", "C", "H", "H", "H", "H", "O", "As", "C", "C", "C", "C", "C", "C", "C", "C", "C", "C", "C", "C", "C", "C", "C", "C", "C", "C", "H", "H", "H", "H", "H", "H", "H", "H", "H", "H", "H", "H", "H", "H", "H", "O"],
  "xyz": [[2.331, -1.146, 1.226], [4.713, -2.523, 2.390], [4.377, -1.170, 1.945], [5.741, -2.521, 2.745], [4.564, -3.225, 1.574], [4.045, -2.756, 3.212], [4.933, -0.991, 1.176], [2.059, 2.654, 2.711], [2.991, 2.883, 1.729], [3.194, 1.684, 1.136], [2.392, 0.746, 1.744], [1.706, 1.366, 2.686], [1.684, 3.342, 3.344], [3.407, 3.856, 1.551], [3.832, 1.425, 0.310], [0.978, 0.917, 3.339], [0.181, -0.814, 0.851], [-0.938, -0.206, -0.247], [-0.596, 1.624, -0.766], [-1.383, 2.700, -0.361], [-1.079, 3.987, -0.785], [0.026, 4.204, -1.594], [0.826, 3.138, -1.976], [0.507, 1.848, -1.584], [-2.626, -0.558, 0.594], [-2.729, -1.884, 1.015], [-3.883, -2.317, 1.645], [-4.937, -1.436, 1.850], [-4.839, -0.122, 1.421], [-3.684, 0.322, 0.790], [-0.829, -1.245, -1.838], [-1.643, -0.933, -2.925], [-1.567, -1.706, -4.071], [-0.682, -2.779, -4.120], [0.121, -3.082, -3.031], [0.057, -2.316, -1.873], [-2.231, 2.551, 0.288], [-1.701, 4.817, -0.476], [0.275, 5.208, -1.913], [1.693, 3.322, -2.598], [1.104, 1.013, -1.936], [-1.905, -2.571, 0.860], [-3.960, -3.344, 1.975], [-5.839, -1.778, 2.340], [-5.663, 0.562, 1.572], [-3.646, 1.343, 0.446], [-2.333, -0.097, -2.882], [-2.193, -1.477, -4.922], [-0.624, -3.383, -5.016], [0.805, -3.919, -3.076], [0.684, -2.544, -1.012], [2.286, -2.670, 0.538]],
  "charge": 1,
  "max_force_ev_per_a": 1.827,
  "lumo_ev": -2.55
}